*A*
DFT (ωB97M-V with the def2-TZVPD basis set) results for a cluster of 3 separate species, C3H11NO4 in total.

Element x y z (Å)
O: -0.061 -2.867 2.049
C: -0.697 -2.896 1.036
C: -0.419 -2.000 -0.146
N: 0.601 -0.994 0.188
C: 0.436 0.160 -0.715
O: 0.516 1.345 0.051
H: -1.618 -3.536 0.899
H: -1.387 -1.575 -0.447
H: 0.049 -2.555 -0.949
H: 0.713 -0.626 1.126
H: 1.080 0.111 -1.631
H: -0.594 0.314 -1.154
H: 1.461 1.551 0.073
H: 3.597 1.191 1.269
H: 3.265 2.299 2.217
O: 3.061 1.985 1.336
H: -3.777 3.230 -1.392
H: -2.643 2.367 -1.814
O: -3.583 2.496 -1.996

Structure (SMILES): O=CCNCO.O.O
Orbital gap (Ha): 0.351
HOMO (eV): -9.021



*B*
DFT (ωB97M-V with the def2-TZVPD basis set) results for a cluster of 3 separate species, C3H11NO4 in total.

Element x y z (Å)
O: -1.487 -1.344 -0.896
C: -1.092 -0.877 0.149
C: -0.355 0.435 0.268
C: -0.463 1.324 -0.967
O: 0.293 2.520 -0.772
N: 1.052 0.141 0.640
H: -1.339 -1.294 1.139
H: -0.746 0.984 1.123
H: -0.072 0.838 -1.851
H: -1.527 1.532 -1.099
H: -0.253 3.192 -0.341
H: 1.480 1.059 0.558
H: 1.459 -0.410 -0.110
H: 0.749 -0.715 3.918
H: 0.652 -0.296 2.425
O: 0.122 -0.462 3.235
H: 1.597 -2.222 -2.499
H: 0.387 -1.988 -1.612
O: 1.236 -1.599 -1.860

Structure (SMILES): N[C@H](C=O)CO.O.O
Orbital gap (Ha): 0.388
HOMO (eV): -9.935



Which structure is the most stable? The one labeled *B*.



*A*
DFT (ωB97M-V with the def2-TZVPD basis set) results for a cluster of 3 separate species, C3H11NO4 in total.

Element x y z (Å)
C: 0.400 -1.603 0.741
C: 1.141 -0.372 0.260
C: 0.668 0.167 -1.046
O: 1.317 1.303 -1.387
O: 0.040 -0.406 -1.905
N: 1.031 -2.150 1.967
H: 0.478 -2.369 -0.036
H: -0.642 -1.644 1.048
H: 2.184 -0.600 0.154
H: 1.145 0.341 1.082
H: 1.019 1.600 -2.254
H: 1.675 -2.900 1.818
H: 1.217 -1.436 2.647
H: -2.553 -0.324 -1.368
H: -2.949 -1.083 -0.129
O: -2.672 -0.209 -0.421
H: -0.745 2.753 2.157
H: -1.849 2.346 1.190
O: -1.068 2.900 1.263

Structure (SMILES): NCCC(=O)O.O.O
Orbital gap (Ha): 0.359
HOMO (eV): -9.120



*B*
DFT (ωB97M-V with the def2-TZVPD basis set) results for a structure of composition C3H11NO4.

Element x y z (Å)
H: -1.117 1.020 0.615
O: -1.643 1.772 -0.148
N: -0.308 0.022 1.063
H: -2.431 1.204 -0.091
H: 0.309 0.324 1.818
C: 0.507 -0.456 -0.031
H: 1.098 -1.398 0.090
C: -0.201 -0.615 -1.406
O: -0.086 -1.688 -1.941
O: -0.879 0.413 -1.793
H: -1.090 1.249 -1.027
H: 1.379 0.207 -0.211
C: -1.155 -1.072 1.648
H: -0.994 -1.266 2.717
H: -2.231 -0.945 1.545
H: -0.862 -1.898 1.004
O: 2.854 1.016 -1.218
H: 3.545 1.231 -0.576
H: 3.305 0.880 -2.058

Orbital gap (Ha): 0.350
HOMO (eV): -9.185



Which structure is the most stable? The one labeled *A*.



*A*
DFT (ωB97M-V with the def2-TZVPD basis set) results for a cluster of 2 separate species, C2H9N2O in total.

Element x y z (Å)
C: -0.035 -1.817 -1.162
O: -0.549 -1.899 0.108
H: -0.836 -1.720 -1.940
H: 0.686 -1.016 -1.419
H: 0.429 -2.779 -1.475
N: 1.227 1.430 0.409
C: -0.070 1.360 1.187
N: -1.114 0.510 0.680
H: 1.600 0.482 0.471
H: 0.967 1.509 -0.572
H: 0.232 1.106 2.208
H: -0.381 2.416 1.228
H: -1.397 1.011 -0.162
H: -0.759 -0.591 0.439

Orbital gap (Ha): 0.284
HOMO (eV): -3.110
Charge: -1



*B*
DFT (ωB97M-V with the def2-TZVPD basis set) results for a cluster of 2 separate species, C2H9N2O in total.

Element x y z (Å)
C: 2.210 -1.019 -0.308
O: 1.243 -1.608 -1.083
H: 2.818 -0.151 -0.654
H: 2.935 -1.840 -0.082
H: 1.867 -0.649 0.699
N: -1.200 -0.354 -0.629
C: -0.889 0.936 -0.006
N: -1.888 1.429 0.913
H: -1.445 -0.987 0.126
H: -0.267 -0.733 -0.957
H: -0.781 1.630 -0.850
H: 0.097 1.018 0.466
H: -1.857 0.899 1.774
H: -2.844 1.427 0.590

Orbital gap (Ha): 0.250
HOMO (eV): -2.477
Charge: -1



Which structure is the most stable? The one labeled *A*.



*A*
DFT (ωB97M-V with the def2-TZVPD basis set) results for a cluster of 2 separate species, C2H9N2O in total.

Element x y z (Å)
C: 0.569 -1.983 -1.253
O: 0.262 -0.636 -1.230
H: -0.233 -2.547 -1.760
H: 0.717 -2.386 -0.223
H: 1.538 -2.206 -1.752
N: -1.459 0.622 0.540
C: -0.371 1.146 1.348
N: 0.860 1.424 0.605
H: -1.059 -0.144 -0.023
H: -1.528 1.234 -0.271
H: -0.122 0.400 2.117
H: -0.785 2.009 1.869
H: 0.711 2.343 0.205
H: 0.900 0.725 -0.172

Orbital gap (Ha): 0.276
HOMO (eV): -2.876
Charge: -1



*B*
DFT (ωB97M-V with the def2-TZVPD basis set) results for a cluster of 2 separate species, C2H9N2O in total.

Element x y z (Å)
C: 2.009 1.101 1.025
O: 0.819 0.564 0.665
H: 2.371 1.884 0.319
H: 1.987 1.607 2.021
H: 2.831 0.351 1.099
N: -1.874 0.311 -0.010
C: -1.497 -1.001 -0.482
N: -0.306 -0.970 -1.339
H: -1.051 0.701 0.465
H: -2.034 0.898 -0.825
H: -1.353 -1.625 0.405
H: -2.329 -1.428 -1.051
H: 0.011 -1.918 -1.514
H: 0.415 -0.476 -0.781

Orbital gap (Ha): 0.275
HOMO (eV): -2.859
Charge: -1



Which structure is the most stable? The one labeled *B*.



*A*
DFT (ωB97M-V with the def2-TZVPD basis set) results for the molecule C3H2N2.

Element x y z (Å)
C: -0.926 0.238 -1.533
C: 0.375 -0.229 0.700
C: 0.282 0.207 -0.866
N: -1.964 0.233 -2.155
N: 0.530 -0.389 1.884
H: 0.221 1.158 -0.494
H: 1.340 0.001 -1.224

Structure (SMILES): N#CCC#N
Orbital gap (Ha): 0.447
HOMO (eV): -11.868



*B*
DFT (ωB97M-V with the def2-TZVPD basis set) results for the molecule C3H2N2.

Element x y z (Å)
C: 3.829 -0.002 -0.034
C: -0.009 0.036 -0.021
C: 1.465 0.428 -0.002
N: 4.824 -0.580 0.000
N: 2.821 0.804 0.037
H: -0.429 -0.245 0.916
H: -0.565 0.190 -0.914

Structure (SMILES): C=C=NC#N
Orbital gap (Ha): 0.336
HOMO (eV): -10.139



Which structure is the most stable? The one labeled *A*.



*A*
DFT (ωB97M-V with the def2-TZVPD basis set) results for the molecule CH4N2O.

Element x y z (Å)
C: 0.728 -0.026 -0.515
N: -1.083 0.813 0.416
N: -0.328 -0.084 0.369
O: -0.486 -1.244 1.077
H: 1.422 0.861 -0.506
H: 0.312 -0.017 -1.560
H: 1.270 -0.975 -0.359
H: -1.835 0.670 1.078

Structure (SMILES): [H]/N=[N+](/C)[O-]
Orbital gap (Ha): 0.387
HOMO (eV): -10.044



*B*
DFT (ωB97M-V with the def2-TZVPD basis set) results for the molecule CH4N2O.

Element x y z (Å)
C: 0.838 0.457 0.054
H: -0.957 -1.165 -0.721
H: -1.435 -0.850 1.027
H: -0.896 1.704 -0.268
H: 1.459 1.405 0.104
N: -1.389 -0.451 -0.033
N: -0.508 0.702 -0.008
O: 1.259 -0.699 -0.023

Structure (SMILES): NNC=O
Orbital gap (Ha): 0.402
HOMO (eV): -9.994



Which structure is the most stable? The one labeled *B*.